# C10H7NO4Sm

A molecular structure, C10H7NO4Sm at a distorted geometry (wB97M-V/def2-TZVPD, OMol25).

## Properties
max |F|: 9.3 eV Å⁻¹
highest occupied orbital energy (alpha / beta): -19.45 / -19.51 eV
gap between HOMO and LUMO (alpha / beta): 4.86 / 5.25 eV
E_tot: -38033.8355 eV
lowest unoccupied orbital energy (alpha / beta): -14.593 / -14.256 eV

```
! wB97M-V def2-TZVPD RIJCOSX def2/J DEFGRID3
* xyz 3 6
O 0.0169 -3.5045 -0.0955
C 0.0861 -2.3410 -0.0872
Sm 0.2287 0.0639 0.3607
O -2.8712 -0.0325 -1.6844
C -1.8896 -0.0073 -1.0680
C 2.0120 0.0079 -1.1502
O 2.9804 0.0207 -1.7889
C -0.0381 2.4235 -0.0273
O -0.0580 3.5847 -0.0942
N -1.1711 -0.6841 2.2831
C -0.5248 0.0423 3.3588
C 0.8529 0.3156 3.3225
C 1.4560 0.9373 4.4410
C 0.6438 1.3351 5.5200
C -0.7474 1.1545 5.4983
C -1.3350 0.5575 4.3773
H -0.9874 -1.7064 2.2449
H -2.1712 -0.4968 2.1589
H 1.5559 -0.0345 2.5172
H 2.5512 1.1006 4.4892
H 1.0914 1.8054 6.4020
H -1.4014 1.4466 6.3430
H -2.3978 0.3404 4.2876
*
```



# C34H25F8NO3

5 unconnected molecules or ions with the total composition C34H25F8NO3 at a distorted geometry (wB97M-V/def2-TZVPD, OMol25).

## Properties
max |F|: 2.4 eV Å⁻¹
highest occupied orbital energy: -9.18 eV
gap between HOMO and LUMO: 8.41 eV
E_tot: -65034.5257 eV
lowest unoccupied orbital energy: -0.771 eV

```
! wB97M-V def2-TZVPD RIJCOSX def2/J DEFGRID3
* xyz 0 1
O 7.5860 -4.0692 -0.3651
C 6.6264 -3.6466 -0.9557
C 6.1756 -2.2055 -0.9572
C 6.8431 -1.0693 -0.6284
C 6.1235 0.1099 -0.6974
C 4.8038 0.1094 -1.0818
C 4.1377 -1.0461 -1.4179
C 2.6683 -1.0480 -1.8074
O 1.8976 -0.7263 -0.6068
C 1.4044 -1.7992 0.0243
F 0.8063 -1.3787 1.1418
F 2.3214 -2.7002 0.3973
F 0.4691 -2.4456 -0.7005
C 4.8398 -2.2250 -1.3598
C 4.4303 -3.6370 -1.6674
O 3.3624 -4.1457 -1.8735
N 5.6750 -4.3620 -1.7263
F 5.5599 -5.6456 -1.2392
H 7.8785 -1.1173 -0.3119
H 6.6287 1.0356 -0.4452
H 4.2868 1.0638 -1.1196
H 2.3790 -2.0225 -2.2019
H 2.4397 -0.2449 -2.5086
F -3.6625 1.1573 -2.0181
C -3.6488 0.0095 -1.3119
C -4.7872 -0.3766 -0.6332
C -4.7743 -1.5610 0.0902
C -3.6230 -2.3359 0.1334
C -2.4844 -1.9300 -0.5514
C -2.4973 -0.7519 -1.2841
H -5.6726 0.2452 -0.6732
H -5.6629 -1.8786 0.6203
H -3.6131 -3.2570 0.7015
H -1.5880 -2.5296 -0.5153
H -1.6228 -0.4232 -1.8311
F -7.3016 0.2713 4.6501
C -6.6427 1.2266 3.9666
C -6.6887 2.5306 4.4180
C -6.0050 3.5117 3.7148
C -5.2955 3.1791 2.5682
C -5.2643 1.8631 2.1261
C -5.9375 0.8772 2.8318
H -7.2537 2.7708 5.3091
H -6.0263 4.5357 4.0617
H -4.7660 3.9470 2.0186
H -4.7149 1.6042 1.2311
H -5.9175 -0.1553 2.5081
F 6.2672 -3.4582 -4.8225
C 6.7776 -4.6503 -5.1919
C 6.0752 -5.4396 -6.0810
C 6.6035 -6.6643 -6.4629
C 7.8191 -7.0896 -5.9459
C 8.5108 -6.2875 -5.0495
C 7.9915 -5.0579 -4.6725
H 5.1249 -5.0952 -6.4678
H 6.0650 -7.2874 -7.1645
H 8.2269 -8.0472 -6.2423
H 9.4565 -6.6193 -4.6420
H 8.5224 -4.4172 -3.9801
F -7.8000 6.4498 4.7828
C -6.8722 7.4258 4.7546
C -5.9541 7.4521 3.7238
C -5.0015 8.4600 3.6920
C -4.9728 9.4202 4.6943
C -5.9008 9.3758 5.7265
C -6.8618 8.3754 5.7567
H -5.9876 6.6906 2.9552
H -4.2813 8.4957 2.8854
H -4.2266 10.2036 4.6704
H -5.8763 10.1215 6.5100
H -7.5984 8.3291 6.5480
*
```



# C3H4N2O

2 unconnected molecules or ions with the total composition C3H4N2O (wB97M-V/def2-TZVPD, OMol25).

## Properties
max |F|: 0.8 eV Å⁻¹
highest occupied orbital energy: -9.60 eV
gap between HOMO and LUMO: 10.12 eV
energy above the lowest of the compared OMol25 structures with the same formula, charge and spin: 126.32 kcal/mol
E_tot: -8198.4077 eV
lowest unoccupied orbital energy: 0.518 eV

```
! wB97M-V def2-TZVPD RIJCOSX def2/J DEFGRID3
* xyz 0 1
C 0.1332 -1.2705 -1.3809
N 0.4697 -2.3537 -1.6191
O 0.8181 -3.4796 -1.8799
H -0.1689 -0.2781 -1.0826
C 0.3905 0.6296 2.1699
C -0.0907 1.0642 1.1558
N -0.6158 1.4814 -0.0372
H 0.8143 0.2543 3.0741
H -0.1373 2.2929 -0.4137
H -1.6132 1.6595 0.0136
*
```



# C12H15N3

3 unconnected molecules or ions with the total composition C12H15N3 at a distorted geometry (wB97M-V/def2-TZVPD, OMol25).

## Properties
max |F|: 1.3 eV Å⁻¹
highest occupied orbital energy: -7.90 eV
gap between HOMO and LUMO: 8.56 eV
energy above the lowest of the compared OMol25 structures with the same formula, charge and spin: 0.00 kcal/mol
E_tot: -17156.8316 eV
lowest unoccupied orbital energy: 0.656 eV

```
! wB97M-V def2-TZVPD RIJCOSX def2/J DEFGRID3
* xyz 0 1
C -0.6129 2.4880 -0.6235
C -0.8559 3.1867 0.5852
C -1.9733 3.9637 0.3827
N -2.4173 3.7384 -0.8963
C -1.5984 2.8295 -1.5023
H 0.2360 1.8437 -0.7829
H -0.1997 3.2239 1.4385
H -2.4855 4.6556 1.0298
H -3.2698 4.0899 -1.2854
H -1.8151 2.4309 -2.4816
C -1.0905 -1.9943 1.4703
C -1.5365 -2.7936 0.3824
C -1.8608 -1.9069 -0.6286
N -1.6642 -0.6361 -0.1663
C -1.2118 -0.6839 1.1259
H -0.7008 -2.4451 2.3695
H -1.6081 -3.8652 0.3331
H -2.2536 -2.0331 -1.6252
H -1.8571 0.1862 -0.7097
H -0.8965 0.2093 1.6391
C 3.9997 -2.2408 0.0672
C 3.8432 -0.8655 -0.1111
C 2.5068 -0.5910 -0.1783
N 1.8453 -1.7747 -0.0136
C 2.7353 -2.8091 0.1397
H 4.9407 -2.7348 0.2568
H 4.6257 -0.1298 -0.2129
H 1.9691 0.3374 -0.2543
H 0.8411 -1.8680 0.0049
H 2.3648 -3.8111 0.2469
*
```



# C36H41BCl2F12NO30

10 unconnected molecules or ions with the total composition C36H41BCl2F12NO30 at a distorted geometry (wB97M-V/def2-TZVPD, OMol25).

## Properties
max |F|: 1.4 eV Å⁻¹
highest occupied orbital energy: -4.98 eV
gap between HOMO and LUMO: 6.33 eV
energy above the lowest of the compared OMol25 structures with the same formula, charge and spin: 0.00 kcal/mol
E_tot: -159246.9720 eV
lowest unoccupied orbital energy: 1.348 eV

```
! wB97M-V def2-TZVPD RIJCOSX def2/J DEFGRID3
* xyz -1 1
C -0.4804 7.7820 0.4880
C 0.8062 7.5785 -0.2333
Cl 1.8927 8.9471 -0.1100
C 1.1489 6.4840 -0.9298
Cl 2.7077 6.4441 -1.7104
C 0.1887 5.2636 -1.0841
C -0.1729 4.5970 0.2348
C 0.8833 4.6625 1.3354
N 1.9506 3.6669 1.2329
O -0.9841 5.7637 -1.6822
B -0.6526 6.0880 -3.1012
O 0.4371 5.0571 -3.3764
C 0.7255 4.3612 -2.2453
C 0.1370 2.9274 -2.3262
O -0.9825 2.8231 -3.2255
C -2.1851 2.6266 -2.6822
F -2.4143 1.2726 -2.4750
F -2.3860 3.2117 -1.4842
F -3.1502 3.0374 -3.5398
H -1.3093 7.3846 -0.0822
H -0.4515 7.2372 1.4286
H -0.6709 8.8283 0.6634
H -0.4384 3.5554 0.1016
H -1.0679 5.0908 0.5939
H 0.3745 4.4641 2.2765
H 1.3323 5.6419 1.4345
H 2.3365 3.6204 0.3026
H 1.6436 2.7602 1.5426
H -1.5951 5.7931 -3.8348
H -0.2924 7.2469 -3.2577
H 1.7979 4.1808 -2.1076
H -0.0887 2.4928 -1.3582
H 0.9078 2.3102 -2.7714
C 3.8611 2.7400 5.4038
C 5.1717 2.8353 4.6577
O 5.2030 1.6131 3.9390
C 3.9032 1.2436 3.7179
O 3.5653 0.4238 2.9389
O 3.0698 1.9539 4.5079
F 6.2390 2.8794 5.5002
H 3.9804 2.2099 6.3501
H 3.3965 3.7053 5.5830
H 5.2357 3.6671 3.9556
C -1.0865 -1.5139 -0.9384
C -1.2500 -2.5734 -2.0009
O -1.5797 -3.7218 -1.2320
C -2.1957 -3.2866 -0.0917
O -2.8127 -3.9885 0.6337
O -2.0057 -1.9637 0.0705
F -0.0983 -2.8112 -2.6768
H -0.0749 -1.5062 -0.5306
H -1.3455 -0.5165 -1.2829
H -2.0483 -2.3771 -2.7175
C -0.9685 11.3028 -3.6197
C -0.5189 9.8942 -3.3102
O -0.6353 9.8509 -1.8936
C -1.6083 10.7242 -1.5354
O -2.1304 10.7684 -0.4725
O -1.9082 11.5563 -2.5650
F 0.7703 9.7015 -3.6645
H -0.1493 12.0107 -3.5490
H -1.4448 11.3981 -4.5925
H -1.1340 9.1040 -3.7424
C -1.2472 -7.2135 -0.7039
C 0.0735 -7.1597 -1.4312
O 0.2145 -8.4958 -1.9012
C -1.0347 -9.0072 -2.0611
O -1.2925 -9.9955 -2.6609
O -1.9500 -8.2267 -1.4459
F 1.1049 -6.8699 -0.6019
H -1.1310 -7.5468 0.3263
H -1.7848 -6.2693 -0.7215
H 0.0992 -6.4754 -2.2804
C -0.8986 -9.2651 4.3269
C -0.0650 -8.6441 3.2298
O 0.0635 -7.3061 3.6615
C -0.0204 -7.3040 5.0270
O 0.2936 -6.4044 5.7200
O -0.5033 -8.4941 5.4657
F -0.7046 -8.6703 2.0279
H -1.9648 -9.1274 4.1423
H -0.6914 -10.3202 4.4820
H 0.9267 -9.0819 3.1088
C 7.5719 -0.1500 5.7855
C 8.1541 -1.5433 5.7604
O 8.4234 -1.7840 7.1311
C 7.5394 -1.0415 7.8603
O 7.3237 -1.1913 9.0115
O 6.9416 -0.1159 7.0723
F 9.3140 -1.6035 5.0595
H 8.3519 0.6109 5.7420
H 6.8517 0.0314 4.9934
H 7.4755 -2.3118 5.3873
C -4.8449 -10.3425 -1.3133
C -5.8547 -9.4805 -2.0299
O -7.0195 -9.6596 -1.2404
C -6.6125 -9.9417 0.0318
O -7.3109 -9.9067 0.9846
O -5.2980 -10.2614 0.0455
F -6.1009 -9.9168 -3.2914
H -4.8840 -11.3786 -1.6439
H -3.8272 -9.9752 -1.4119
H -5.6025 -8.4197 -2.0663
C 1.6727 15.3318 -4.3606
C 1.7190 14.0922 -5.2245
O 0.7629 14.3850 -6.2266
C 0.7112 15.7426 -6.3631
O 0.2115 16.3112 -7.2679
O 1.3269 16.3426 -5.3139
F 1.3343 12.9832 -4.5446
H 0.8910 15.2598 -3.6033
H 2.6208 15.5595 -3.8817
H 2.6861 13.9017 -5.6918
C -5.0150 -15.5348 -0.1261
C -4.5544 -14.4213 -1.0381
O -3.7139 -13.6594 -0.1904
C -3.2051 -14.5100 0.7514
O -2.2886 -14.2670 1.4526
O -3.8975 -15.6758 0.7554
F -5.5930 -13.6502 -1.4523
H -5.8965 -15.2398 0.4446
H -5.2160 -16.4657 -0.6489
H -3.9848 -14.7516 -1.9081
*
```



Among the records above, which one has the highest max |F|?
C10H7NO4Sm